{
  "formula": "C51H129N7O17",
  "method": "the ωB97M-V functional and the def2-TZVPD basis",
  "elements": ["C", "O", "C", "C", "N", "C", "C", "O", "C", "H", "H", "H", "H", "H", "H", "H", "H", "H", "H", "H", "H", "H", "H", "H", "C", "O", "C", "C", "N", "C", "C", "O", "C", "H", "H", "H", "H", "H", "H", "H", "H", "H", "H", "H", "H", "H", "H", "H", "C", "O", "C", "C", "N", "C", "C", "O", "C", "H", "H", "H", "H", "H", "H", "H", "H", "H", "H", "H", "H", "H", "H", "H", "C", "O", "C", "C", "N", "C", "C", "O", "C", "H", "H", "H", "H", "H", "H", "H", "H", "H", "H", "H", "H", "H", "H", "H", "C", "O", "C", "C", "N", "C", "C", "O", "C", "H", "H", "H", "H", "H", "H", "H", "H", "H", "H", "H", "H", "H", "H", "H", "C", "O", "C", "C", "N", "C", "C", "O", "C", "H", "H", "H", "H", "H", "H", "H", "H", "H", "H", "H", "H", "H", "H", "H", "C", "O", "C", "C", "N", "C", "C", "O", "C", "H", "H", "H", "H", "H", "H", "H", "H", "H", "H", "H", "H", "H", "H", "H", "C", "C", "C", "O", "H", "H", "H", "H", "H", "H", "H", "H", "C", "C", "C", "O", "H", "H", "H", "H", "H", "H", "H", "H", "C", "C", "C", "O", "H", "H", "H", "H", "H", "H", "H", "H"],
  "xyz": [[-12.5325, -9.3506, -1.4252], [-11.3816, -9.5371, -2.3164], [-11.1734, -8.4925, -3.2894], [-9.7218, -8.5710, -3.7646], [-8.6696, -8.0761, -2.8105], [-8.5110, -8.7135, -1.4820], [-7.6344, -7.6394, -0.6939], [-6.2312, -7.8218, -0.9777], [-5.3911, -7.0096, -0.1575], [-12.8311, -10.3543, -1.1225], [-13.3497, -8.9312, -2.0120], [-12.2735, -8.6955, -0.5933], [-11.3205, -7.5110, -2.8388], [-11.7983, -8.6125, -4.1744], [-9.6404, -7.9619, -4.6648], [-9.6094, -9.6402, -3.9446], [-7.7521, -8.2362, -3.2013], [-7.9469, -9.6393, -1.5947], [-9.4527, -8.9609, -0.9920], [-7.8201, -7.6417, 0.3802], [-7.8878, -6.6215, -0.9901], [-5.5172, -5.9284, -0.1011], [-4.3773, -7.0902, -0.5498], [-5.4436, -7.3058, 0.8902], [5.4600, -1.0156, 11.0277], [5.8588, -0.1611, 9.9730], [7.0829, 0.5358, 10.2400], [7.5650, 1.3327, 9.0175], [6.3541, 2.2044, 8.6877], [6.3830, 2.9165, 7.4272], [6.1709, 2.1196, 6.1379], [4.8668, 1.4770, 6.1297], [4.4759, 0.9829, 4.8553], [4.4592, -1.4049, 10.8408], [5.4583, -0.5154, 11.9961], [6.1314, -1.8704, 11.1092], [7.9609, -0.0075, 10.5891], [7.0485, 1.0836, 11.1817], [7.7801, 0.8000, 8.0912], [8.5063, 1.8104, 9.2895], [5.4824, 1.7338, 8.8848], [7.2857, 3.5235, 7.3578], [5.6066, 3.6779, 7.3517], [7.0050, 1.4314, 6.0015], [6.2629, 2.9766, 5.4707], [4.3528, 1.8397, 4.1929], [3.5094, 0.5526, 5.1174], [5.0186, 0.0960, 4.5281], [1.7440, -5.1619, -1.1724], [3.0956, -5.0023, -0.6067], [3.1340, -5.0376, 0.8067], [3.5229, -6.4694, 1.2059], [4.3788, -7.1470, 0.3033], [5.7411, -6.6726, 0.4947], [6.6250, -7.3129, -0.6704], [7.7555, -6.5456, -0.6851], [8.6745, -6.8870, -1.7592], [1.6760, -5.3821, -2.2378], [1.1640, -4.2636, -0.9612], [1.1746, -6.0395, -0.8661], [2.2895, -4.5988, 1.3380], [4.0290, -4.4252, 0.9161], [2.5647, -6.9831, 1.1281], [3.8137, -6.4928, 2.2562], [4.1252, -6.7380, -0.5847], [6.1481, -6.9560, 1.4653], [5.7205, -5.5926, 0.3487], [6.0981, -7.1406, -1.6089], [6.7975, -8.3791, -0.5239], [9.6201, -6.3760, -1.5784], [8.2581, -6.4015, -2.6418], [8.7851, -7.8994, -2.1477], [-8.9835, 2.2189, -0.8292], [-9.2458, 3.6326, -0.8032], [-10.4482, 3.9094, -0.0431], [-10.8991, 5.3204, -0.2763], [-12.2270, 5.7803, 0.3397], [-12.2468, 5.6756, 1.8342], [-13.1318, 6.7162, 2.4458], [-12.6808, 8.0414, 2.1231], [-11.7913, 8.6842, 3.1140], [-8.5742, 1.8848, 0.1242], [-8.2114, 1.9739, -1.5585], [-9.8554, 1.5920, -1.0161], [-10.3066, 3.6587, 1.0082], [-11.1912, 3.2095, -0.4255], [-11.1635, 5.3824, -1.3320], [-10.1005, 6.0397, -0.0952], [-12.2670, 6.7645, 0.1168], [-11.3419, 5.8171, 2.4252], [-12.5409, 4.7501, 2.3292], [-13.4521, 6.6192, 3.4832], [-14.1100, 6.6688, 1.9673], [-12.2781, 8.9090, 4.0630], [-11.4268, 9.6161, 2.6816], [-10.9117, 8.0963, 3.3763], [-2.6567, -0.7500, -0.6555], [-1.7523, -1.0462, 0.4844], [-1.3460, 0.1800, 1.1666], [-0.6124, 1.3228, 0.4960], [0.8236, 1.1914, 0.2923], [1.0240, 0.3543, -0.9579], [2.4112, -0.1279, -1.1360], [3.2763, 1.0082, -1.4659], [4.6387, 0.8413, -1.6147], [-2.3317, 0.1159, -1.2323], [-3.6532, -0.4779, -0.3076], [-2.7963, -1.5569, -1.3749], [-0.6794, -0.1790, 1.9507], [-2.2417, 0.5699, 1.6500], [-0.7340, 2.0919, 1.2588], [-1.1396, 1.6999, -0.3804], [1.1586, 2.1232, 0.0930], [0.8920, 0.9231, -1.8783], [0.3347, -0.4901, -0.9571], [2.4785, -0.9228, -1.8787], [2.8412, -0.4825, -0.1992], [5.0460, 0.3704, -0.7200], [5.1740, 1.7889, -1.5559], [4.9998, 0.2571, -2.4611], [10.1202, 4.1410, -2.8105], [9.9729, 4.2065, -1.4012], [10.3345, 5.5486, -1.0100], [10.3534, 5.6301, 0.5445], [11.1805, 4.6291, 1.1891], [10.6427, 4.2577, 2.5134], [11.4248, 5.0109, 3.5573], [10.7128, 4.8251, 4.7828], [11.2840, 5.1472, 6.0726], [11.1322, 4.2803, -3.1906], [9.6086, 4.9637, -3.3098], [9.7781, 3.1675, -3.1617], [9.6843, 6.2963, -1.4641], [11.3601, 5.7692, -1.3061], [9.2741, 5.6823, 0.6873], [10.6651, 6.6620, 0.7058], [11.2651, 3.7896, 0.6340], [10.8605, 3.2026, 2.6789], [9.5908, 4.5228, 2.6203], [11.6076, 6.0794, 3.4429], [12.4031, 4.5484, 3.6885], [11.3494, 6.2252, 6.2195], [12.2969, 4.7501, 6.0065], [10.7294, 4.8125, 6.9492], [2.1336, 5.7719, -0.7303], [0.7046, 5.6017, -0.5997], [-0.1676, 6.3210, -1.4717], [-1.5918, 5.8141, -1.5006], [-2.3089, 5.9097, -0.2630], [-3.6937, 5.3349, -0.2697], [-4.3319, 5.2921, 1.1136], [-3.5995, 4.5362, 2.0490], [-4.1219, 4.6066, 3.3345], [2.4979, 5.7356, -1.7570], [2.4837, 4.8987, -0.1799], [2.5771, 6.6780, -0.3175], [0.2335, 6.2692, -2.4839], [-0.1162, 7.3970, -1.3054], [-1.5567, 4.8289, -1.9656], [-2.1615, 6.5154, -2.1103], [-1.8346, 5.2687, 0.3569], [-3.6509, 4.2909, -0.5800], [-4.3383, 5.8205, -1.0022], [-5.3035, 4.8198, 0.9681], [-4.3033, 6.3305, 1.4437], [-4.0147, 5.6664, 3.5657], [-3.7137, 3.9008, 4.0579], [-5.1898, 4.3883, 3.3419], [10.2482, -1.4449, -3.8119], [11.4620, -2.0087, -4.6014], [11.6909, -1.4050, -6.0242], [12.4995, -1.9234, -3.7166], [9.3907, -1.5618, -4.4746], [10.4894, -0.3969, -3.6338], [10.0242, -2.0240, -2.9161], [11.1745, -3.0442, -4.7836], [10.7253, -1.3417, -6.5258], [12.4093, -2.0401, -6.5424], [12.0383, -0.3742, -5.9553], [12.4756, -1.0404, -3.3407], [-9.0464, -3.0970, -6.5233], [-8.7576, -2.3749, -5.2133], [-7.7549, -2.9896, -4.2313], [-8.0374, -1.1901, -5.4471], [-9.7615, -2.5335, -7.1227], [-9.5695, -3.9593, -6.1099], [-8.1739, -3.2703, -7.1531], [-9.6591, -2.0589, -4.6884], [-7.7046, -2.3827, -3.3272], [-6.7267, -3.0624, -4.5857], [-8.1438, -3.9379, -3.8605], [-8.6279, -0.6509, -5.9782], [-1.6664, -0.9155, -6.2729], [-3.2040, -1.1173, -6.4931], [-3.5603, -2.5863, -6.6026], [-3.9907, -0.4422, -5.5571], [-1.3445, -1.3620, -5.3321], [-1.2927, 0.1083, -6.2555], [-1.0564, -1.3748, -7.0507], [-3.3688, -0.6980, -7.4857], [-2.9918, -3.1099, -7.3711], [-4.6195, -2.5127, -6.8491], [-3.4364, -3.1421, -5.6732], [-4.9204, -0.5192, -5.7833]],
  "forces_ev_per_angstrom": [[1.0, -0.2, -1.7], [-0.8, 0.5, 0.2], [1.0, 0.1, 1.0], [0.4, -0.3, 1.3], [-1.3, -0.4, -0.3], [1.0, 1.7, 0.0], [-0.1, -0.7, -0.1], [-0.5, 0.6, 0.4], [0.4, -0.3, 0.0], [0.1, 0.2, 0.3], [-0.2, 0.2, 0.1], [0.0, -0.1, 0.1], [-0.3, 0.2, 0.1], [-0.4, -0.1, 0.1], [0.2, -0.3, -0.1], [0.4, -0.2, -0.6], [-0.1, 0.3, -0.7], [0.1, -0.2, 0.4], [0.1, 0.4, -0.1], [0.2, -0.5, 0.3], [-0.4, -0.1, -0.4], [-1.0, 0.3, -0.7], [0.0, -0.5, 0.2], [0.1, -0.5, 0.1], [0.2, -0.2, 0.0], [0.9, 0.2, 0.3], [1.0, -0.4, -0.2], [-3.3, 0.7, -0.1], [1.9, 0.8, 0.5], [-0.8, -0.5, 0.3], [-0.2, 0.4, 0.8], [2.1, 0.7, 0.1], [-1.1, -0.1, 1.6], [0.0, 0.2, -0.2], [0.0, 0.3, 0.1], [0.2, -0.1, 0.0], [0.0, -1.8, -0.6], [-1.0, 1.2, -0.3], [0.1, -1.0, 0.4], [-0.3, 0.8, 0.1], [0.3, -0.2, -0.2], [0.4, -0.3, -0.1], [-0.4, 0.0, 0.7], [-0.2, -0.4, -0.4], [-0.3, -0.5, -1.2], [0.2, -0.5, -0.6], [-0.4, 0.2, -0.5], [0.8, 0.5, -0.4], [0.3, -0.1, 0.3], [-2.9, -0.2, -1.9], [2.6, 0.1, -0.5], [-3.1, 0.1, 0.8], [1.2, -0.1, 0.3], [0.7, -1.2, -2.0], [-1.9, 1.2, 1.4], [3.1, -0.6, -0.6], [-1.0, 1.8, -0.5], [1.2, 0.7, -0.3], [0.0, 0.0, 0.0], [0.3, -0.1, 1.2], [-0.2, -0.2, -0.2], [-0.2, 0.5, 0.9], [-0.2, -0.4, 0.5], [0.3, -0.2, -0.1], [-0.2, -0.4, -0.5], [-0.1, 0.1, 0.0], [0.8, 0.2, 0.2], [-0.4, -0.3, -0.3], [0.0, -0.1, 0.1], [0.0, -0.4, 0.3], [0.0, 0.3, -0.3], [0.0, -0.6, 1.2], [0.5, 0.4, 0.5], [-0.6, -0.5, 0.2], [0.2, -1.0, -0.3], [-1.6, 1.1, -0.7], [1.8, -1.7, 1.7], [0.2, 0.4, 1.1], [-1.6, 1.3, -1.0], [1.1, 0.7, 1.6], [-0.5, -0.6, -0.8], [0.0, 0.1, 0.3], [-0.2, 0.4, -0.2], [-0.3, 0.3, -0.2], [0.2, 0.1, 0.3], [-0.4, 0.1, 0.1], [0.5, 0.1, -0.2], [0.2, 0.0, 0.3], [-0.1, 0.2, 0.1], [1.2, 0.3, -0.9], [-0.6, -0.7, -1.1], [0.9, -0.2, 0.4], [-0.1, 0.0, -0.4], [-0.5, 0.0, -0.1], [-0.3, -0.1, -0.2], [0.0, -0.4, -0.3], [0.4, 0.5, 1.0], [-0.5, 1.1, -2.1], [-0.1, -1.4, 0.3], [-0.3, 0.6, 0.5], [-0.4, -1.6, -1.6], [0.2, 1.0, 0.5], [2.6, 0.4, 0.8], [-1.9, 0.4, -0.8], [1.0, -0.6, 1.4], [0.4, 0.0, 0.0], [-0.1, -0.1, 0.4], [0.5, -0.4, 0.5], [-0.1, -0.1, 0.1], [-0.1, 0.3, 0.0], [0.0, 0.3, 0.0], [-0.1, 0.0, -0.3], [0.3, 0.1, 0.0], [-0.8, 0.4, -0.1], [0.0, 0.1, 0.2], [0.0, 0.1, -0.3], [-0.2, -0.5, 0.2], [0.1, -0.6, 0.3], [-0.5, 0.4, -0.6], [-0.4, 0.0, -0.4], [-0.1, -0.2, -0.3], [0.5, 1.3, -0.6], [1.3, -1.2, 1.4], [-0.7, 0.8, -2.6], [-1.0, 0.1, 0.3], [1.1, 0.8, -0.5], [0.5, -0.1, 2.4], [-1.5, -0.3, 1.3], [0.9, 0.5, -2.0], [0.6, -0.2, 0.5], [-0.7, -0.1, 0.0], [-0.2, 0.2, 0.1], [-0.3, 0.0, 0.1], [0.2, -0.2, -0.6], [-0.3, -0.8, 1.3], [0.4, 0.0, 0.5], [-0.3, 0.2, -0.3], [-0.5, 0.0, 0.1], [-0.1, -0.4, 0.0], [-0.3, 0.2, -0.7], [0.4, -0.1, -0.3], [0.1, 0.3, -0.3], [0.2, -0.1, 0.8], [-0.3, -0.7, -0.6], [-0.9, -0.7, 0.0], [-0.1, 0.3, -0.1], [1.2, 0.7, -0.3], [-0.2, 0.7, -0.5], [-0.8, -1.0, 1.5], [1.4, -0.8, -0.1], [0.7, 0.7, -0.5], [1.1, -1.5, -1.2], [-1.0, 1.0, -0.1], [-0.3, -0.3, -0.3], [0.5, 0.2, -0.1], [-0.5, 0.3, 0.4], [0.0, -0.5, -0.4], [-0.2, 0.2, 0.7], [-0.4, -0.4, 0.0], [0.3, -0.2, -0.9], [0.3, 0.2, 0.7], [0.1, -0.4, -0.4], [0.0, 0.4, 0.3], [-0.5, 0.5, 0.3], [-0.8, 0.2, 0.4], [0.0, 0.0, 1.2], [0.7, 0.3, -0.4], [-0.4, 0.0, -0.2], [0.1, -0.3, -1.9], [-2.7, 0.1, -0.4], [-0.3, 0.1, 1.5], [2.2, -0.4, 0.4], [-0.4, 0.5, 0.1], [-0.5, 0.2, 0.3], [0.4, 0.2, 0.1], [0.6, -0.4, 0.2], [0.1, -0.4, -0.3], [-0.1, 0.3, -0.2], [0.3, 0.0, 0.0], [0.2, 0.1, 0.1], [-0.7, 0.1, 1.3], [2.2, 0.6, 0.4], [-1.2, -1.2, 0.8], [-0.1, 1.9, -1.1], [-0.1, 0.1, 0.1], [0.1, -0.7, -1.0], [0.1, -0.4, 0.4], [-0.4, -0.7, 0.0], [-0.1, 0.3, -0.2], [-0.3, -0.2, -0.5], [0.4, -0.4, -0.2], [0.2, 0.5, -0.2], [-0.4, 0.0, 0.7], [2.2, -0.1, -1.2], [-0.4, 0.3, 0.3], [0.4, 0.3, 0.8], [-0.1, -0.1, 0.2], [-0.6, 0.3, 0.1], [-0.4, -0.3, -0.2], [-0.3, 0.2, -0.3], [-0.2, 0.2, -0.2], [-0.2, -0.9, -0.2], [0.0, 0.2, 0.2], [-0.1, -0.1, -0.1]],
  "e_tot_ev": -100199.8489,
  "smiles": "COCCNCCOC.COCCNCCOC.COCCNCCOC.COCCNCCOC.COCCNCCOC.COCCNCCOC.COCCNCCOC.CC(C)O.CC(C)O.CC(C)O",
  "total_charge": 0,
  "fmax_ha_per_bohr": 0.0675
}